# 1
52
Properties=species:S:1:pos:R:3:forces:R:3 method="wB97M-V/def2-TZVPD" e_homo_ev=-8.3 smiles="CCCOC(=O)c1ccc(NC(=O)C(=O)NCCN(CC)CC)cc1" de_lowest_kcal_mol=24.3 multiplicity=1
O 0.0472 2.8449 2.1142 0.07 0.05 0.06
O -0.2850 0.8767 -0.7507 -0.04 -0.03 0.07
O -4.2484 -4.8244 2.6024 0.06 0.00 -0.11
O -3.7916 -5.0503 0.4137 0.22 0.24 -0.18
N 0.7198 3.2562 -0.0308 -0.05 -0.28 -0.41
N 3.7236 4.1483 -0.8433 0.04 -0.12 0.01
N -1.0264 0.5449 1.4115 0.08 0.42 0.51
C 2.9355 4.3433 0.3427 -0.35 0.06 0.05
C -0.4148 1.2106 0.4128 -0.05 -0.18 -0.09
C 3.0684 6.0260 -2.4432 0.20 -0.15 0.20
C 4.5891 2.4601 -2.4298 -0.29 0.07 0.06
C -1.7902 -1.4588 0.2551 0.13 0.19 -0.10
C 0.1522 2.5363 0.9371 0.02 0.23 -0.02
C -2.3068 -7.5887 -0.0325 -0.14 -0.03 0.18
C -3.7466 -4.4042 1.5866 -0.16 -0.07 0.26
C -3.5204 -7.4355 0.8759 0.04 0.37 -0.22
C -4.4456 -6.3165 0.4017 -0.33 -0.58 0.35
C -1.6837 -0.6793 1.4065 -0.20 -0.49 -0.23
C -2.2506 -1.1265 2.6016 0.07 0.08 -0.12
C 3.3952 2.9759 -1.6289 0.31 -0.04 -0.01
C -3.0238 -3.1147 1.4922 0.13 0.20 -0.04
C -2.9136 -2.3326 2.6415 -0.04 -0.16 -0.16
C -2.4558 -2.6665 0.3019 -0.15 -0.12 0.29
C 4.1250 5.3309 -1.5725 -0.01 0.08 -0.11
C 1.3995 4.5065 0.1888 0.38 0.20 0.33
H -0.9869 1.0499 2.2978 0.04 -0.07 -0.28
H 4.5065 6.0483 -0.8402 0.08 -0.03 -0.07
H 3.0967 2.1960 -0.9236 -0.09 0.03 -0.05
H 5.4643 2.3951 -1.7891 0.10 -0.01 0.06
H -2.5406 -3.2710 -0.5871 0.01 -0.03 -0.07
H 3.3136 5.2365 0.8450 0.00 -0.01 0.06
H 3.5519 6.7839 -3.0547 0.00 0.10 -0.09
H 2.5829 5.3149 -3.1072 -0.11 -0.04 -0.11
H -3.1987 -7.2112 1.8945 -0.10 -0.07 0.03
H 2.3122 6.5176 -1.8364 -0.10 0.05 0.00
H -4.0941 -8.3635 0.8981 -0.05 0.00 0.06
H -2.1652 -0.5193 3.4911 0.00 0.06 0.10
H 4.8169 3.1081 -3.2717 0.08 0.03 -0.11
H -2.6167 -7.8528 -1.0415 0.03 -0.03 -0.14
H -1.7484 -6.6565 -0.0771 0.10 0.04 -0.04
H 4.3629 1.4698 -2.8170 0.02 -0.09 -0.10
H -3.3586 -2.6932 3.5563 -0.03 -0.01 0.07
H 1.0061 4.9140 1.1235 -0.01 0.06 -0.13
H 0.7387 2.8231 -0.9461 -0.08 -0.02 0.17
H -4.7456 -6.4722 -0.6370 0.01 0.03 0.09
H 3.1029 3.4884 1.0083 -0.05 0.09 0.07
H 4.9637 5.0437 -2.2110 0.04 0.11 0.04
H -5.3308 -6.2652 1.0446 0.10 0.01 -0.19
H -1.3507 -1.1087 -0.6643 0.01 0.01 -0.02
H 1.1616 5.1835 -0.6316 -0.03 0.01 0.09
H -1.6487 -8.3685 0.3425 0.11 -0.05 -0.04
H 2.5523 3.1469 -2.3207 -0.06 -0.09 0.06

***

# 2
51
Properties=species:S:1:pos:R:3:forces:R:3 method="wB97M-V/def2-TZVPD" e_homo_ev=-8.1 smiles="CCCOC(=O)Cc1ccc(OCC(=O)N(CC)CC)c(OC)c1" de_lowest_kcal_mol=11.0 multiplicity=1
O -2.4154 2.3657 -2.3834 0.03 0.35 0.26
O 2.4958 -1.1572 -0.0587 -0.13 0.22 -0.13
O 1.5400 -4.2495 1.1293 -0.12 -0.28 -0.20
O 1.9630 1.3608 0.0523 -0.11 -0.46 -0.07
O -3.1939 0.4638 -3.2966 -0.06 -0.05 -0.07
N 2.1640 -2.5746 2.4987 -0.12 0.02 0.21
C -0.3996 0.9824 -0.4172 0.23 0.06 0.08
C 1.1824 -0.8320 -0.2614 0.02 0.17 0.01
C -1.1368 -1.2768 -0.7122 -0.14 0.25 0.02
C -2.8221 0.5836 -0.9149 0.08 0.03 -0.28
C 2.9807 -1.4214 2.8214 0.46 0.12 0.01
C 0.8970 0.5496 -0.2126 0.19 -0.06 0.05
C 4.3477 -1.8368 3.3662 -0.26 0.12 -0.01
C -1.4259 0.0726 -0.6634 0.00 -0.24 0.14
C 1.3878 -3.1508 3.5846 -0.31 -0.18 0.01
C -3.4020 4.0871 -3.7931 0.06 -0.43 0.18
C 2.8352 -2.5132 0.1254 -0.04 -0.25 -0.13
C 2.1233 -3.1934 1.3043 0.15 0.19 -0.23
C 0.1597 -1.7292 -0.5071 0.32 -0.01 0.01
C -2.3339 3.0044 -3.6574 0.02 0.30 -0.60
C -2.8576 1.1050 -2.3383 -0.30 -0.35 0.20
C 0.0092 -2.5026 3.6738 0.23 -0.11 0.00
C -4.8085 3.5018 -3.8221 0.17 0.13 -0.01
C 1.7567 2.7507 0.0418 -0.05 0.23 0.02
H 0.0933 -1.4316 3.8468 -0.03 0.11 0.03
H 4.2421 -2.4410 4.2644 0.03 -0.06 0.09
H -0.5312 -2.6599 2.7438 -0.07 -0.01 -0.08
H 4.8925 -2.4190 2.6271 0.08 -0.05 -0.07
H -5.0237 2.9769 -2.8939 -0.08 -0.06 0.06
H -1.9194 -1.9922 -0.9103 -0.11 -0.08 -0.02
H 4.9302 -0.9526 3.6103 0.13 0.07 0.06
H -3.0621 1.3966 -0.2300 -0.05 -0.05 0.02
H -1.3331 3.4419 -3.7177 -0.10 -0.10 0.03
H -3.5468 -0.2235 -0.8194 0.00 0.09 -0.03
H -3.2078 4.6350 -4.7166 0.07 0.06 0.01
H 0.3531 -2.7885 -0.5391 0.09 -0.14 0.02
H 1.3812 3.0957 -0.9270 0.00 -0.02 0.03
H -0.5578 -2.9445 4.4886 -0.12 -0.01 0.10
H -0.6391 2.0334 -0.3912 0.04 0.13 0.02
H 2.6122 -3.1050 -0.7713 0.01 0.05 0.21
H 3.1095 -0.7928 1.9413 -0.10 -0.01 0.16
H -5.5451 4.2915 -3.9478 -0.12 0.02 0.01
H -2.4530 2.2463 -4.4381 0.08 0.15 0.10
H 1.0630 3.0623 0.8303 0.01 -0.01 -0.05
H 1.2778 -4.2183 3.3820 0.08 0.14 0.14
H 3.9172 -2.5181 0.2852 -0.10 -0.02 -0.02
H -4.9099 2.7958 -4.6429 -0.07 -0.08 -0.06
H 1.9363 -3.0184 4.5195 0.04 -0.03 -0.05
H 2.4471 -0.8366 3.5754 -0.02 0.02 -0.11
H 2.7339 3.1942 0.2276 -0.09 0.02 -0.01
H -3.3074 4.7824 -2.9565 0.06 0.09 -0.05

***

# 3
58
Properties=species:S:1:pos:R:3:forces:R:3 method="wB97M-V/def2-TZVPD" e_homo_ev=-12.2 total_charge=+1 multiplicity=1
Al 0.4856 0.6155 1.1597 0.55 -0.19 -0.25
O 1.0134 3.2413 -0.1871 1.71 -0.37 0.78
O 1.0847 -1.7873 -0.4971 1.27 1.78 1.88
O 0.9836 0.3302 -3.8379 -0.32 -0.22 1.10
O 0.1464 -3.2127 -1.7190 -4.03 -1.86 0.06
O -4.5111 -0.0689 1.7736 1.00 -0.30 0.53
O -0.3830 0.0090 3.9557 1.42 -0.39 1.15
O -2.3840 0.6118 2.0267 -1.28 0.40 -0.90
O 2.3402 -1.1579 2.5195 -1.23 0.99 -0.03
O 1.1172 0.7279 -1.6474 -0.29 0.03 0.01
O -1.1431 3.0904 -0.5907 -0.29 -0.18 0.03
O 0.7908 0.0242 5.9140 -0.68 0.92 -1.45
C 1.0104 -2.2418 6.3665 -0.22 -0.69 0.17
C 1.5484 0.8949 -2.7597 0.74 0.16 0.98
C 2.7734 1.7324 -3.1802 -1.03 -0.47 0.97
C 2.2000 -2.7788 -2.5195 -0.41 0.49 -1.44
C 0.1801 -3.9761 -2.9144 1.07 -0.15 -0.40
C 1.1711 -2.5050 -1.4412 0.77 0.18 -1.10
C -0.0859 4.9548 -1.4983 1.25 0.36 -0.67
C 3.0986 1.1287 -4.4969 0.57 0.59 -0.71
C 1.2630 -3.2392 -3.6980 0.31 -0.58 0.53
C -5.6696 0.2495 1.0100 -0.47 1.31 -0.20
C 1.5858 -0.8733 6.6674 -0.05 -0.47 0.61
C -0.0386 3.6589 -0.6845 -1.98 -1.37 0.83
C -4.0691 2.0357 0.8989 -0.81 0.67 0.56
C 0.2074 -0.5819 4.8696 -0.62 -0.22 -1.29
C -3.5252 0.8603 1.6254 1.16 -1.36 0.64
C 1.7902 0.5233 -4.9722 0.73 -0.08 -1.17
C -5.5909 1.7639 0.8658 1.06 0.18 -1.66
C 0.3864 -2.1039 4.9963 0.06 0.86 -0.28
H 1.7529 -3.0397 6.3799 -0.09 0.08 0.32
H 1.7317 -3.8889 -4.4372 0.17 0.15 0.08
H 3.6205 1.6677 -2.4973 -0.47 0.17 0.31
H 1.4217 -0.6044 7.7108 0.43 0.04 -0.07
H 2.6305 -0.7753 6.3720 -0.01 0.16 0.05
H 2.0514 -0.4480 -5.3923 -0.65 0.00 -0.34
H -3.6178 2.0963 -0.0914 0.06 -0.03 0.02
H 0.4885 -4.9816 -2.6285 0.01 -0.14 -0.18
H -6.1391 2.3273 1.6208 0.03 -0.15 -0.17
H 3.4944 1.8836 -5.1763 0.06 -0.31 -0.21
H 0.2145 -2.4312 7.0867 0.17 -0.29 0.11
H 1.0624 -2.4096 4.1977 -0.05 0.03 -0.12
H 3.8442 0.3487 -4.3425 0.05 0.02 -0.21
H -0.5618 -2.6265 4.8701 0.06 0.16 -0.03
H 2.8678 -3.5832 -2.2110 0.15 0.18 0.01
H 0.9251 5.3386 -1.6351 -0.02 0.02 0.19
H -6.6158 0.0083 1.4945 0.46 -0.61 0.32
H -5.8181 2.0515 -0.1607 -1.06 0.19 0.30
H -5.6058 -0.2431 0.0398 0.01 -0.15 0.08
H 2.7175 -1.8830 -2.8625 0.39 -0.12 0.59
H 1.2346 1.1562 -5.6642 0.14 -0.17 -0.17
H 3.1791 -1.5964 2.2776 -0.35 0.50 -0.69
H -0.4356 4.6588 -2.4873 -0.37 0.20 0.15
H -0.6936 5.7339 -1.0380 -0.18 -0.44 0.00
H -0.7869 -4.0393 -3.4134 -0.03 0.35 0.38
H 0.8206 -2.3811 -4.2038 0.12 0.09 0.07
H 2.3640 2.7420 -3.2137 0.34 0.25 -0.11
H -3.9235 2.9925 1.4002 0.66 -0.21 0.06

***

# 4
62
Properties=species:S:1:pos:R:3:forces:R:3 method="wB97M-V/def2-TZVPD" e_homo_ev="-8.3 / -8.2" de_lowest_kcal_mol=65.5 multiplicity=2
Ru 0.6845 0.2249 0.0720 2.00 1.20 0.43
S 0.7894 1.0230 -2.4769 0.00 0.31 0.22
S 1.5388 -1.4801 -1.3446 -0.26 -0.11 -0.28
Si 2.8290 -4.8313 -0.9799 0.03 0.03 0.05
F -0.9581 -1.5469 0.8961 -0.75 -0.65 0.32
F -2.1014 -1.5010 2.8991 -0.04 -0.05 -0.13
F -3.2197 -1.1873 0.8948 0.14 -0.10 0.16
F -2.3786 -3.2820 1.4462 -0.05 0.17 0.04
O -0.0611 0.9430 2.1015 0.10 -0.12 -0.05
N 2.6341 1.2121 0.6330 0.09 -0.01 -0.54
N -1.5107 0.5374 -0.6580 0.19 -0.97 0.58
N 0.0098 1.0759 4.3349 -0.02 -0.02 0.06
N 1.6232 -1.4240 1.1148 -1.23 0.41 0.48
N 0.0821 2.6681 0.0173 0.10 -0.08 0.07
N 3.4160 1.6575 5.2463 -0.02 -0.05 -0.03
C -1.6532 -0.2756 -1.8542 -0.14 0.15 -0.17
C 2.4649 -3.9484 1.6919 -0.02 0.01 -0.07
C 0.4636 2.8049 -2.4328 -0.01 -0.03 -0.25
C 2.8418 1.5144 4.2560 -0.16 -0.04 -0.25
C 1.6720 -1.8215 2.3952 -0.03 0.22 -0.08
C 4.6611 -4.6748 -1.2375 0.28 0.02 -0.08
C 2.3586 -3.5826 0.3545 -0.02 0.02 0.25
C 1.9466 -4.5896 -2.5950 -0.19 0.15 -0.15
C -1.3584 2.8346 0.1787 -0.04 -0.13 -0.06
C 0.6294 1.1174 3.1447 -0.27 0.19 -0.08
C 2.3927 -6.5116 -0.3165 -0.06 -0.24 0.13
C 2.0435 1.3569 3.0938 0.26 0.13 0.03
C 2.1007 -3.0809 2.7228 0.10 -0.08 -0.05
C -0.7999 0.2876 -2.9931 0.13 -0.07 -0.11
C -2.1158 1.8702 -0.7239 0.12 0.03 0.01
C 1.8975 -2.2786 0.1443 0.21 -0.46 -0.44
C 2.5204 1.3070 1.7860 -0.12 -0.07 0.37
C 0.7412 3.3878 -1.0576 -0.04 0.09 -0.01
B -2.2003 -1.9196 1.5698 0.25 0.14 -0.07
H 1.3734 -1.1086 3.1463 -0.08 -0.11 -0.01
H -1.9103 0.0284 0.1298 -0.28 -0.06 -0.16
H 0.4601 4.4478 -1.0759 -0.01 0.04 0.03
H 5.2110 -4.8669 -0.3120 -0.01 0.02 -0.05
H 2.1307 -3.3885 3.7580 0.04 0.02 -0.01
H 1.8120 3.3293 -0.8635 0.02 0.00 0.01
H -2.1175 2.2150 -1.7563 0.01 -0.02 -0.03
H 1.3369 -6.5477 -0.0327 0.05 -0.04 -0.02
H -1.3263 -1.2790 -1.5962 0.02 -0.04 0.00
H 4.9095 -3.6637 -1.5738 0.02 -0.06 0.02
H -1.3074 1.0505 -3.5830 -0.06 -0.04 0.01
H 2.1213 -5.4737 -3.2157 -0.01 0.05 0.01
H 0.5407 2.8957 0.8884 0.02 -0.04 0.04
H 5.0162 -5.3794 -1.9963 -0.01 0.05 0.05
H -0.5526 2.9838 -2.7759 0.00 0.07 0.01
H 2.5613 -7.2726 -1.0844 -0.01 0.04 0.05
H -3.1584 1.8236 -0.4021 -0.05 -0.03 -0.05
H 2.9875 -6.7913 0.5572 -0.04 0.00 -0.05
H 0.8684 -4.4761 -2.4555 0.05 -0.03 -0.03
H 0.5330 1.1197 5.1930 -0.01 0.04 0.00
H -0.5328 -0.5261 -3.6660 -0.02 0.06 -0.08
H 2.3095 -3.7139 -3.1373 -0.02 -0.05 0.01
H 2.8174 -4.9422 1.9476 -0.06 0.03 0.01
H -0.9404 0.7405 4.3454 0.00 -0.08 -0.02
H -2.6930 -0.3444 -2.1927 -0.04 0.05 0.00
H -1.6794 3.8651 -0.0070 -0.02 0.03 -0.02
H -1.5912 2.5809 1.2109 0.02 0.05 0.03
H 1.1431 3.2639 -3.1499 -0.05 0.06 -0.04